No. 1
Entry from the OMol25 dataset: a cluster of 2 separate species, C17H31N4O8 in total (ωB97M-V/def2-TZVPD).

As for the highest occupied orbital energy: -5.258 eV. For the HOMO-LUMO gap, the calculation gives 7.67 eV. For the max |F|, the calculation gives 1.8 eV/A. Its total charge is -1.

Positions of all 60 atoms, in Å:
O (1.93484, -2.25330, 2.26917)
O (-1.16711, 4.87927, 1.47688)
O (0.17441, -4.89071, -2.96396)
O (3.58056, -2.26125, -2.11259)
O (-1.13157, -3.19211, -3.54897)
O (-3.67621, -1.14435, 1.22003)
O (-3.03592, 0.59193, 4.12700)
O (-2.15002, 2.90196, 3.24034)
C (1.63270, -2.97598, 1.33091)
C (-0.26866, 4.20732, 0.98702)
C (-0.26844, -3.72608, -2.82390)
C (2.75348, -3.16706, -2.22602)
N (2.76207, -3.99598, -3.27461)
N (-1.15079, -0.08744, 0.15760)
N (-0.51116, 2.87662, 0.72604)
N (1.98008, -2.65524, 0.08880)
C (0.85912, -4.25299, 1.59299)
C (3.68172, -3.90869, -4.40370)
C (0.62471, 5.84520, -1.53552)
C (1.10758, 4.81381, 0.73410)
C (-1.28199, -0.89464, 1.39873)
C (-1.97340, 1.11111, -0.09486)
C (1.04928, 6.11026, -0.09017)
C (-2.63535, -0.75030, 2.12654)
C (-2.92133, 0.66440, 2.70226)
C (-1.85498, 1.74732, 2.42997)
C (-1.79497, 2.21302, 0.95999)
C (0.28857, -2.87946, -1.67459)
C (1.65528, -3.36834, -1.15698)
H (-3.42832, -0.86245, 0.32166)
H (-2.93713, 1.50952, 4.45374)
H (-1.78504, 3.70755, 2.80199)
H (1.97435, -4.64291, -3.33965)
H (-1.09876, -0.69001, -0.67136)
H (0.25788, 2.30111, 0.38797)
H (2.55150, -1.83011, -0.01657)
H (1.46008, -5.10526, 1.28414)
H (-0.07413, -4.24190, 1.03513)
H (0.64565, -4.32399, 2.65760)
H (3.80899, -2.86317, -4.69057)
H (3.27554, -4.46460, -5.24961)
H (4.64982, -4.32167, -4.12042)
H (-0.38754, 5.43032, -1.57168)
H (1.31055, 5.14041, -2.01586)
H (0.63391, 6.77973, -2.10435)
H (1.56475, 5.02366, 1.70457)
H (1.74024, 4.08219, 0.22440)
H (-0.46832, -0.64769, 2.08855)
H (-1.15084, -1.95056, 1.14442)
H (-3.03051, 0.84030, -0.15876)
H (-1.70032, 1.51899, -1.07395)
H (0.35308, 6.81695, 0.37391)
H (2.04028, 6.57470, -0.09215)
H (-2.63579, -1.45282, 2.96730)
H (-3.87485, 1.01891, 2.29618)
H (-0.87270, 1.36693, 2.72670)
H (-2.61735, 2.91862, 0.79338)
H (-0.43634, -2.91243, -0.86196)
H (0.38039, -1.84017, -1.99688)
H (1.58841, -4.43845, -0.96036)

No. 2
Entry from the OMol25 dataset: a structure of composition C17H32BaFN4OS (ωB97M-V/def2-TZVPD).

As for the highest occupied orbital energy: -11.984 eV. For the HOMO-LUMO gap, the calculation gives 9.88 eV. For the max |F|, the calculation gives 0.8 eV/A. Its total charge is +1.

Positions of all 57 atoms, in Å:
Ba (0.17941, -0.09196, -0.07208)
C (0.72726, 3.31230, 2.02656)
C (0.53858, 2.11748, 2.97067)
N (1.05324, 0.81831, 2.50511)
C (2.51785, 0.64202, 2.53816)
C (3.27341, 0.73669, 1.19440)
N (2.93535, -0.34829, 0.26733)
C (3.61468, -0.39243, -1.03850)
C (3.25647, 0.71284, -2.05850)
C (2.05398, 0.54778, -3.02383)
N (0.75788, 1.10837, -2.59948)
C (0.61309, 2.57277, -2.62626)
C (0.72518, 3.29528, -1.27899)
N (-0.20710, 2.78457, -0.27686)
C (-0.33834, 3.56886, 0.94993)
H (1.72889, 3.30354, 1.58538)
H (0.71314, 4.19658, 2.66882)
H (-0.52849, 1.99470, 3.16765)
H (1.01074, 2.35724, 3.93166)
H (0.61748, 0.09408, 3.06348)
H (2.74714, -0.33069, 2.98266)
H (2.95942, 1.39046, 3.20622)
H (4.34929, 0.74455, 1.41575)
H (3.04017, 1.69672, 0.72533)
H (3.04987, -1.23994, 0.73674)
H (3.37806, -1.36136, -1.48534)
H (4.69924, -0.39152, -0.87388)
H (4.13042, 0.76590, -2.71138)
H (3.21866, 1.69160, -1.57295)
H (1.90581, -0.51736, -3.22072)
H (2.33782, 1.00282, -3.98006)
H (0.02717, 0.69738, -3.16739)
H (-0.36632, 2.80767, -3.05016)
H (1.35188, 3.00249, -3.31283)
H (0.55307, 4.36361, -1.47484)
H (1.74658, 3.21548, -0.89344)
H (-1.11971, 2.64963, -0.70197)
H (-1.32139, 3.35171, 1.37176)
H (-0.32384, 4.64146, 0.71574)
F (-2.02903, -0.10941, 0.37036)
C (-1.97940, -3.39280, -0.02834)
S (-0.26400, -3.32681, 0.46364)
O (0.41943, -2.57636, -0.68576)
C (0.24502, -5.02122, 0.28267)
C (0.22212, -5.83857, 1.40266)
C (0.61296, -7.16394, 1.27550)
C (1.03131, -7.64418, 0.04346)
C (1.06120, -6.80748, -1.06542)
C (0.66564, -5.48457, -0.95478)
H (-2.02972, -3.81908, -1.02891)
H (-2.34461, -2.36267, 0.01038)
H (-2.52624, -4.01256, 0.68241)
H (-0.09007, -5.44669, 2.36342)
H (0.59979, -7.81306, 2.14029)
H (1.34403, -8.67524, -0.05309)
H (1.39759, -7.19043, -2.01960)
H (0.69884, -4.81323, -1.80256)

No. 3
Entry from the OMol25 dataset: a structure of composition C17H32BeCaCl4N3O11 (ωB97M-V/def2-TZVPD).

As for the highest occupied orbital energy: -4.306 eV. For the HOMO-LUMO gap, the calculation gives 1.49 eV. For the max |F|, the calculation gives 5.6 eV/A. Its total charge is -1.

Positions of all 69 atoms, in Å:
C (-2.24683, -3.51430, -3.01204)
C (-1.60980, -3.82904, -1.68152)
N (-2.56274, -3.61125, -0.60044)
C (-2.23648, -2.49789, 0.20169)
C (-2.14202, -1.23205, -0.31015)
C (-1.78867, -0.19753, 0.51067)
C (-1.55636, -0.44067, 1.83853)
N (-1.68392, -1.68060, 2.30629)
C (-2.01809, -2.71320, 1.53941)
H (-3.11312, -4.12658, -3.11956)
H (-1.56668, -3.74196, -3.82442)
H (-2.53278, -2.46811, -3.07646)
H (-1.31705, -4.85773, -1.70643)
H (-0.68896, -3.27775, -1.53905)
H (-2.46219, -4.42709, -0.02408)
H (-2.34516, -1.07620, -1.34557)
H (-1.69789, 0.77020, 0.08392)
H (-1.28817, 0.35688, 2.49247)
H (-1.54019, -1.86713, 3.30150)
H (-2.11564, -3.67839, 2.00963)
C (-4.03755, -4.69698, 3.99787)
O (-2.76858, -4.53808, 4.40830)
H (-4.24624, -5.58784, 3.32926)
H (-4.86085, -4.79148, 4.75124)
H (-4.43598, -3.83908, 3.34534)
Cl (-1.17902, 2.57756, 2.32301)
C (-0.15536, 3.76143, 3.19412)
C (-0.26052, 3.65045, 4.62344)
Cl (-1.75426, 4.15660, 5.47373)
H (-0.36171, 4.74069, 2.77296)
H (0.87580, 3.50378, 3.00014)
H (0.53306, 4.22875, 5.08528)
H (-0.09369, 2.58130, 4.60730)
Ca (-0.30662, -2.13926, -4.41514)
C (-2.05974, 2.56470, -3.15691)
Cl (-0.63108, 2.38357, -2.15347)
Cl (-2.38252, 1.09110, -4.11742)
H (-2.91796, 2.75195, -2.52651)
H (-1.90336, 3.38296, -3.84687)
O (0.50430, -1.83032, 2.52239)
C (0.07746, -1.17398, 3.54320)
C (1.17802, 0.15704, 3.73010)
O (0.93193, 0.94144, 4.69071)
H (0.10416, -1.63663, 4.54347)
H (-0.91770, -0.65397, 3.48557)
H (1.10376, 0.60848, 2.62213)
H (2.21386, -0.38594, 3.72971)
Be (2.48756, 0.07417, 1.65981)
C (3.92998, 2.06796, 2.24318)
C (2.86774, 2.61781, 1.32387)
O (2.30440, 3.58068, 1.73644)
C (2.57411, 1.92827, 0.02319)
H (3.99469, 2.71724, 3.11716)
H (3.67722, 1.04452, 2.55120)
H (4.89914, 2.04656, 1.74669)
H (2.27011, 0.89806, 0.22077)
H (3.46180, 1.92390, -0.60833)
H (1.77473, 2.45782, -0.49166)
O (4.09656, -0.84020, 1.92110)
H (4.01424, -1.77934, 2.15730)
N (2.63186, -0.38430, -7.14015)
O (3.37998, -1.12778, -7.74844)
O (2.48902, 0.79368, -7.39305)
O (1.91232, -0.87042, -6.15184)
C (2.85260, 3.98382, -8.93582)
O (3.51524, 2.92481, -8.98031)
O (2.04348, 4.08959, -7.76543)
O (2.80858, 4.90884, -9.74633)
H (2.27773, 3.24644, -7.34663)

No. 4
Entry from the OMol25 dataset: a cluster of 3 separate species, C17H32BrN3O7PS in total (ωB97M-V/def2-TZVPD).

As for the highest occupied orbital energy: -10.479 eV. For the HOMO-LUMO gap, the calculation gives 4.76 eV. For the max |F|, the calculation gives 5.4 eV/A. Its total charge is +1.

Positions of all 62 atoms, in Å:
O (3.85246, 1.35278, 3.86419)
P (3.57173, 2.63115, 2.73168)
Br (3.19689, 4.46032, 4.00152)
C (5.15512, 2.76920, 1.70046)
C (5.28613, 1.97458, 0.34941)
N (6.52059, 2.08451, -0.36353)
N (7.63117, 2.75144, -0.07915)
C (7.62835, 3.52494, 1.09088)
C (6.42086, 3.62561, 2.11575)
N (6.46026, 4.41474, 3.34851)
C (6.26459, 5.65381, 2.93920)
S (5.93177, 7.16222, 2.32852)
H (4.81188, 1.13540, 3.72662)
H (4.42257, 1.31869, -0.03050)
H (6.54339, 1.54442, -1.25475)
H (8.57384, 4.10403, 1.37173)
C (0.05364, 0.08309, 2.28700)
O (0.22354, -0.64952, 1.08892)
C (0.76640, 0.15661, 0.04918)
C (1.18700, -0.70729, -1.13310)
O (2.47798, -1.29546, -0.95478)
C (2.52555, -2.40941, -0.05908)
C (1.96171, -3.68514, -0.67293)
O (0.54179, -3.70055, -0.56316)
C (-0.03921, -4.71785, -1.35897)
H (-0.61893, 0.93214, 2.12776)
H (-0.38750, -0.57645, 3.03541)
H (1.02308, 0.43095, 2.65586)
H (1.63209, 0.71602, 0.42462)
H (-0.01203, 0.85906, -0.27324)
H (1.28358, -0.05818, -2.00773)
H (0.43758, -1.46350, -1.37300)
H (2.05083, -2.16965, 0.89449)
H (3.58910, -2.57317, 0.14033)
H (2.34983, -4.55394, -0.12842)
H (2.25707, -3.75176, -1.72672)
H (0.16139, -4.53272, -2.41906)
H (-1.11856, -4.69721, -1.20285)
H (0.34170, -5.70199, -1.06860)
C (-2.77865, -2.00969, 0.51173)
O (-3.95116, -1.42355, -0.02309)
C (-4.59612, -0.57276, 0.91848)
C (-5.69039, 0.24137, 0.23794)
O (-5.18546, 1.40296, -0.42273)
C (-4.52342, 1.16415, -1.66501)
C (-5.49193, 0.86594, -2.80356)
O (-5.87308, -0.50661, -2.78284)
C (-6.97274, -0.76259, -3.63586)
H (-3.01602, -2.60516, 1.39960)
H (-2.34820, -2.66681, -0.24532)
H (-2.04556, -1.23763, 0.75956)
H (-3.86305, 0.10183, 1.37531)
H (-5.04420, -1.20632, 1.69394)
H (-6.36106, 0.61958, 1.01402)
H (-6.29082, -0.36862, -0.43930)
H (-3.76050, 0.38941, -1.56317)
H (-4.00630, 2.09970, -1.89948)
H (-4.99829, 1.06229, -3.76299)
H (-6.37954, 1.50283, -2.71147)
H (-7.85703, -0.21728, -3.29068)
H (-7.18972, -1.83101, -3.59977)
H (-6.73599, -0.48394, -4.66779)